Record 1
{"formula": "C47H47HgNP2", "method": "ωB97M-V/def2-TZVPD", "species": ["Hg", "C", "C", "C", "C", "C", "C", "C", "C", "C", "H", "H", "H", "H", "H", "H", "H", "H", "H", "H", "H", "H", "H", "H", "H", "P", "P", "C", "C", "C", "C", "C", "C", "C", "C", "C", "C", "C", "C", "C", "C", "C", "C", "C", "C", "C", "C", "C", "C", "C", "C", "C", "C", "H", "H", "H", "H", "H", "H", "H", "H", "H", "H", "H", "H", "H", "H", "H", "H", "H", "H", "H", "H", "H", "H", "C", "C", "C", "C", "C", "C", "N", "C", "C", "C", "C", "C", "C", "H", "H", "H", "H", "H", "H", "H", "H", "H", "H"], "positions_angstrom": [[1.724605, -1.375070, -3.131371], [-1.624987, 0.260748, 4.600403], [-1.702566, 0.144637, 3.271876], [-2.440919, 1.072063, 2.352536], [-1.606613, 2.270675, 1.833563], [-0.814082, 3.041503, 2.859008], [-1.141768, 3.242528, 4.139186], [-2.387224, 2.743728, 4.815533], [-2.262354, 1.328303, 5.441858], [1.791937, -0.613335, -1.092610], [-1.097032, -0.515422, 5.166897], [-1.216264, -0.700348, 2.765815], [-3.383924, 1.421682, 2.794726], [-2.719607, 0.483813, 1.461849], [-0.893548, 1.885325, 1.085234], [-2.281233, 2.955297, 1.283866], [0.074835, 3.540617, 2.459848], [-0.496972, 3.853685, 4.788292], [-3.256570, 2.762450, 4.143301], [-2.614974, 3.433579, 5.645795], [-1.667360, 1.389189, 6.365989], [-3.278601, 1.019206, 5.741688], [1.204641, -1.195942, -0.370314], [1.444119, 0.427517, -1.124456], [2.850228, -0.622305, -0.800875], [-0.357083, -1.848960, -4.333461], [1.861695, 0.590701, -4.846005], [-0.784911, -0.250851, -5.049286], [0.142757, 0.676825, -5.374152], [-0.712076, -3.075418, -5.617112], [-1.810002, -2.812966, -6.451334], [-2.231846, -3.759878, -7.381946], [-1.551596, -4.972881, -7.508559], [-0.433661, -5.225416, -6.704847], [0.002340, -4.279557, -5.773132], [-1.626604, -2.083803, -3.053394], [-1.858950, -1.043569, -2.137936], [-2.616799, -1.288540, -0.993373], [-3.171580, -2.550720, -0.774266], [-2.981558, -3.566682, -1.712324], [-2.201730, -3.346089, -2.845183], [2.657003, 1.121402, -6.423434], [2.465445, 0.324374, -7.571604], [2.866150, 0.793416, -8.823528], [3.477100, 2.047633, -8.948576], [3.683423, 2.830890, -7.809126], [3.292515, 2.367916, -6.549885], [2.014624, 2.049786, -3.768799], [3.136663, 2.138608, -2.919720], [3.253508, 3.200843, -2.030347], [2.278971, 4.202235, -2.015262], [1.191098, 4.137357, -2.884263], [1.044838, 3.059199, -3.750337], [-1.848961, -0.079074, -5.255902], [-0.103934, 1.548016, -5.997324], [-2.333155, -1.861899, -6.360095], [-3.099657, -3.547473, -8.003395], [-1.894121, -5.719095, -8.226456], [0.095357, -6.173215, -6.806840], [0.884337, -4.466709, -5.157745], [-1.407167, -0.063392, -2.291907], [-2.761060, -0.499713, -0.261478], [-3.744952, -2.750119, 0.132277], [-3.418499, -4.548519, -1.551599], [-1.993994, -4.155019, -3.544863], [1.973736, -0.646095, -7.472757], [2.694302, 0.184503, -9.710694], [3.777538, 2.418576, -9.929659], [4.139619, 3.816759, -7.891160], [3.450743, 2.988984, -5.665299], [3.921118, 1.378956, -2.939368], [4.111430, 3.258346, -1.360116], [2.380550, 5.047568, -1.337256], [0.451776, 4.936512, -2.880057], [0.160269, 2.997601, -4.384283], [0.809319, 2.961693, 8.825141], [1.030932, 2.988872, 7.437490], [1.170861, 1.802723, 6.736297], [1.051204, 0.540248, 7.396531], [0.896430, 0.540203, 8.814264], [0.760704, 1.737517, 9.507303], [1.108981, -0.576793, 6.625588], [0.620856, -1.815606, 6.892956], [1.135155, -2.902820, 6.114674], [0.591828, -4.171837, 6.217923], [-0.470463, -4.414115, 7.108054], [-0.978536, -3.372605, 7.893664], [-0.443478, -2.091714, 7.802306], [0.690018, 3.899583, 9.374469], [1.098132, 3.936469, 6.903581], [1.347999, 1.782254, 5.659894], [0.873168, -0.416630, 9.335770], [0.614969, 1.716596, 10.590282], [1.959759, -2.670560, 5.437204], [0.997498, -4.974094, 5.599926], [-0.892915, -5.418696, 7.183330], [-1.801751, -3.557313, 8.583174], [-0.839453, -1.278885, 8.409693]], "atomic_forces_ev_per_a": [[-0.2, 0.5, 1.3], [-0.2, -0.6, -0.4], [0.1, -0.2, 0.3], [-0.2, 0.1, -0.5], [-0.1, -0.2, -0.1], [-0.1, 0.5, 0.3], [0.1, 0.3, -0.2], [-0.2, -0.1, 0.4], [0.1, 0.2, 0.3], [0.8, -0.3, 0.1], [0.0, 0.3, -0.3], [0.0, 0.3, 0.4], [0.3, -0.2, -0.1], [-0.1, 0.2, 0.2], [-0.1, 0.1, 0.1], [0.2, -0.2, 0.1], [-0.1, -0.2, 0.2], [-0.1, -0.4, -0.5], [0.3, 0.2, 0.2], [0.0, -0.2, -0.3], [-0.2, 0.1, -0.2], [0.3, -0.1, 0.0], [0.2, 0.1, -0.5], [0.0, -0.3, -0.2], [-0.4, 0.1, 0.2], [-0.7, -0.8, 0.0], [1.0, 0.7, -0.8], [0.5, 0.9, -0.5], [-1.0, -0.5, 0.0], [-0.2, -0.2, -0.6], [0.1, -0.3, 0.0], [0.1, 0.0, 0.0], [0.1, 0.2, 0.3], [-0.1, 0.1, -0.1], [-0.3, 0.4, 0.1], [0.0, -0.1, 0.2], [0.1, -0.4, 0.1], [0.0, -0.1, -0.2], [0.1, 0.0, -0.2], [0.0, 0.1, 0.0], [0.2, 0.3, 0.1], [0.0, 0.1, -0.4], [0.1, 0.4, 0.3], [0.1, 0.1, 0.1], [-0.2, -0.1, 0.4], [0.0, -0.2, 0.0], [-0.2, -0.2, 0.0], [0.2, 0.1, 0.2], [-0.3, 0.0, -0.1], [-0.1, 0.2, -0.1], [0.1, -0.1, -0.1], [0.1, 0.1, 0.1], [0.1, -0.1, 0.2], [0.4, 0.0, -0.1], [-0.2, -0.3, 0.4], [0.0, -0.3, -0.1], [0.2, -0.1, 0.1], [0.1, 0.2, 0.2], [-0.1, 0.3, 0.0], [-0.3, 0.0, -0.1], [-0.1, -0.1, 0.1], [0.0, -0.1, -0.2], [0.2, 0.1, -0.3], [0.1, 0.2, 0.0], [-0.2, 0.1, 0.2], [0.1, 0.2, -0.1], [0.1, 0.1, 0.2], [-0.1, -0.1, 0.3], [-0.1, -0.3, 0.0], [-0.1, -0.2, -0.3], [-0.3, 0.1, 0.0], [-0.2, 0.0, -0.2], [-0.1, -0.2, -0.1], [0.1, -0.2, 0.0], [0.3, 0.1, 0.2], [-0.1, 0.4, 0.2], [0.0, -0.5, 0.3], [-0.1, -0.1, 0.3], [-0.4, -0.8, -0.1], [-0.1, 0.3, -0.1], [0.1, 0.1, -0.4], [0.5, 0.1, -0.5], [0.1, 0.7, 0.2], [-0.3, 0.1, 0.3], [-0.2, 0.4, 0.3], [-0.1, -0.4, 0.0], [0.4, 0.0, -0.3], [0.1, -0.3, -0.2], [0.0, -0.3, -0.1], [0.0, -0.1, 0.2], [-0.1, 0.0, 0.2], [0.0, 0.3, -0.1], [0.1, 0.1, -0.3], [-0.3, -0.1, 0.2], [-0.1, 0.1, 0.2], [0.1, 0.3, 0.0], [0.1, 0.0, -0.1], [0.0, -0.2, -0.2]], "mulliken_charge": [0.5416, -0.2241, -0.3056, 0.0134, -0.2773, -0.4665, -0.3175, -0.8035, -0.5882, -1.1651, 0.1506, 0.4189, 0.4834, -0.5196, 0.1183, 0.2915, 0.3679, 0.2985, 0.3408, 0.4110, 0.2107, 0.3864, 0.4164, 0.1113, 0.3491, 0.6295, 0.2419, -1.0043, -0.7528, 0.4754, -0.2295, -0.6465, -0.4658, -0.5551, -0.2636, 0.7639, -0.6569, -0.2780, -0.5206, -0.5694, -0.6842, 0.3623, -0.4146, -0.6340, -0.4603, -0.6352, -0.2673, 0.5370, -0.3532, -0.7398, -0.5234, -0.7189, 0.0179, 0.6763, 0.8100, 0.2494, 0.3984, 0.3910, 0.3965, 0.3639, 0.3840, 0.2693, 0.4238, 0.3869, 0.3320, 0.4311, 0.3823, 0.3749, 0.3867, 0.3526, 0.4189, 0.4200, 0.4184, 0.4161, 0.3722, -0.5623, -0.2923, -0.2260, -0.0126, -0.4800, -0.5095, -0.6620, 0.1732, -0.4531, -0.3517, -0.4482, -0.7142, -0.1824, 0.3458, 0.3448, 0.3715, 0.5793, 0.3514, 0.3641, 0.3334, 0.3165, 0.3290, 0.4335], "homo_energy_ev": -3.83, "de_lowest_ev": 0.814, "total_energy_ev": -73738.1862}

=====

Record 2
{"formula": "C4H7NO", "method": "ωB97M-V/def2-TZVPD", "species": ["C", "C", "C", "C", "H", "H", "H", "H", "H", "H", "H", "N", "O"], "positions_angstrom": [[-0.878739, -1.158759, 0.039371], [0.176064, -0.208358, -0.489256], [0.875731, -0.271795, -1.616596], [0.589020, 1.039509, 0.314008], [-1.840974, -0.535310, 0.365050], [-0.569310, -1.935722, 0.850939], [-1.377241, -1.725728, -0.968203], [1.553206, 0.765629, -1.700201], [0.887874, -1.165774, -2.287100], [-0.103622, 1.902047, 2.090095], [-0.424030, 0.090289, 2.067941], [-0.423596, 1.337665, 1.339806], [1.535617, 1.866308, -0.005856]], "atomic_forces_ev_per_a": [[-3.1, -0.8, -1.8], [1.0, 0.6, 0.8], [1.6, 1.7, -0.3], [0.8, 3.5, -0.2], [2.3, -1.4, -0.3], [-0.5, 1.5, -1.5], [1.7, 1.1, 2.9], [-1.4, -3.3, -0.4], [-0.1, 1.2, 0.4], [0.8, 1.1, 0.4], [-0.3, 4.6, -2.8], [1.5, -6.1, 1.2], [-4.2, -3.7, 1.7]], "nbo_charge": [-0.6845, -0.1850, -0.3155, 0.6424, 0.2515, 0.2352, 0.2338, 0.2694, 0.2132, 0.3763, 0.3409, -0.7793, -0.5986], "homo_energy_ev": -9.97, "de_lowest_ev": 4.372, "total_energy_ev": -7795.2719}

=====

Record 3
{"formula": "CH2ClF2P", "method": "ωB97M-V/def2-TZVPD", "species": ["C", "F", "F", "P", "Cl", "H", "H"], "positions_angstrom": [[-1.339088, -0.321781, 0.570449], [2.218727, -0.831788, -0.156271], [-1.982153, -1.121048, -0.267177], [0.661807, -0.189876, 0.001976], [-1.546239, 1.321038, -0.101415], [0.956638, 0.797014, 1.144799], [1.030305, 0.346439, -1.192362]], "atomic_forces_ev_per_a": [[1.4, 1.8, -2.8], [0.1, 0.1, 0.6], [-0.2, -0.8, 0.7], [1.6, -1.8, 3.6], [-1.2, 0.8, 0.8], [-0.3, -1.4, -2.0], [-1.3, 1.3, -1.0]], "nbo_charge": [0.1680, -0.6109, -0.3333, 0.8312, -0.0650, -0.0010, 0.0110], "homo_energy_ev": [-7.31, -11.45], "de_lowest_ev": 0.535, "multiplicity": 3, "total_energy_ev": -28310.4097}